72
Properties=species:S:1:pos:R:3:forces:R:3:mulliken_charge:R:1 method="wB97M-V/def2-TZVPD" max_force_ha_per_bohr=0.0260 gap_ev="7.8 / 5.6" charge=+1 spin_multiplicity=2 e_above_lowest_ev=1.030 total_energy_ha=-2193.9471
Pd -1.8469 -2.2195 1.6593 0.118 -1.001 -0.298 0.65
O 1.6194 -6.4478 4.1158 -0.066 0.055 -0.012 -0.50
C 0.8552 -5.4706 3.6153 0.154 -0.093 -0.034 0.94
C -0.3458 -5.0682 4.1974 -0.132 0.050 0.035 -0.47
C -1.0497 -4.0511 3.5970 0.197 -0.090 0.034 -0.32
N -0.5990 -3.4673 2.4886 -0.021 0.165 -0.020 -0.12
C 0.5447 -3.8463 1.9063 0.071 -0.099 0.066 0.43
C 1.3138 -4.8447 2.4495 -0.038 0.068 0.058 -0.53
C 0.8708 -3.0592 0.6615 -0.221 0.124 0.031 0.18
O 2.0093 -2.7626 0.3637 0.013 -0.145 -0.067 -0.62
O -0.2084 -2.6463 0.0508 -0.055 0.195 0.195 -0.72
C -2.3590 -3.4794 4.0843 -0.110 0.205 0.102 0.54
O -2.9094 -3.9083 5.0608 0.043 0.005 -0.009 -0.59
O -2.7795 -2.4621 3.3549 -0.300 -0.111 -0.011 -0.69
H 1.2221 -6.8281 4.9090 0.012 -0.014 0.009 0.32
H -0.7510 -5.5247 5.0921 0.002 0.005 0.002 0.48
H 2.2470 -5.1386 1.9913 0.001 0.007 -0.009 0.61
C 3.9020 3.3588 -4.2002 0.001 -0.002 0.007 -1.61
C 3.0240 2.4689 -3.3686 0.002 0.006 -0.014 0.52
C 1.8365 1.9539 -3.8768 -0.004 -0.042 0.014 -0.96
C 1.0170 1.1270 -3.1175 0.098 0.258 -0.043 0.81
C -0.2520 0.5793 -3.6774 -0.018 -0.014 -0.028 -1.06
C 1.4297 0.8798 -1.8168 -0.464 -0.194 -0.091 0.41
Te 0.1583 -0.1464 -0.3565 0.759 0.127 0.469 0.94
N -1.6815 -0.3945 0.0359 -0.928 0.332 -0.906 -0.55
C -2.8112 -0.9740 -0.5030 1.049 0.560 0.260 0.73
O -3.5137 -1.5389 0.3424 0.024 -0.203 0.178 -0.67
C -3.1591 -0.8762 -1.9364 -0.379 -0.056 0.065 0.53
C -2.3922 -1.5471 -2.8765 -0.065 -0.253 0.028 -0.36
C -2.7632 -1.5210 -4.2120 -0.071 -0.021 -0.006 -0.54
C -3.8875 -0.8083 -4.6034 0.022 -0.011 0.000 -0.51
C -4.6630 -0.1494 -3.6574 0.002 0.006 0.012 -0.65
C -4.3149 -0.2002 -2.3175 0.045 0.078 -0.007 -0.37
C 0.2018 1.3986 1.0785 0.000 0.060 -0.109 1.17
C 0.5985 1.1006 2.3762 0.076 0.060 0.058 0.57
C 1.0482 -0.2562 2.8432 -0.016 -0.013 -0.006 -1.95
C 0.5642 2.1364 3.3091 0.018 -0.046 0.019 -1.06
C 0.1428 3.4117 2.9756 -0.010 0.037 -0.007 0.57
C 0.0976 4.5088 4.0004 -0.002 -0.006 -0.012 -1.57
C -0.2652 3.6553 1.6654 0.010 -0.022 0.011 -0.94
C -0.2541 2.6686 0.6919 -0.019 0.034 0.082 0.67
C -0.7470 3.0062 -0.6896 -0.013 -0.011 -0.016 -1.25
C 2.6429 1.2835 -1.2653 0.118 -0.040 -0.135 0.92
C 3.1969 0.8708 0.0727 -0.044 -0.014 -0.023 -1.72
C 3.4095 2.1094 -2.0828 0.075 -0.012 0.070 -0.95
H 3.4446 3.5844 -5.1611 -0.002 0.000 -0.001 0.37
H 4.8653 2.8815 -4.3849 0.001 -0.001 -0.001 0.36
H 4.0980 4.2987 -3.6834 0.000 0.000 0.000 0.36
H 1.5384 2.1927 -4.8906 -0.005 -0.002 -0.003 0.38
H -0.3328 0.7784 -4.7442 0.005 0.021 0.003 0.46
H -1.1271 1.0201 -3.1920 -0.026 -0.049 0.025 0.26
H -0.2919 -0.5003 -3.5431 0.023 0.056 -0.013 0.14
H -1.5435 -2.1418 -2.5532 0.038 0.031 -0.009 0.67
H -2.1822 -2.0651 -4.9451 0.006 0.002 0.003 0.47
H -4.1728 -0.7823 -5.6465 -0.002 -0.002 0.000 0.43
H -5.5504 0.3881 -3.9625 -0.002 0.000 0.001 0.44
H -4.9292 0.2807 -1.5673 -0.003 0.006 -0.005 0.50
H 1.3330 -0.9226 2.0276 0.043 0.020 -0.007 0.15
H 0.2515 -0.7430 3.4104 -0.005 -0.001 0.002 0.33
H 1.9147 -0.1650 3.4978 -0.009 -0.005 0.011 0.59
H 0.8752 1.9279 4.3265 0.000 -0.004 -0.004 0.42
H 0.5795 4.2068 4.9281 0.002 -0.001 0.000 0.38
H -0.9360 4.7744 4.2277 -0.001 0.000 -0.002 0.34
H 0.5920 5.4075 3.6311 0.000 0.000 0.000 0.39
H -0.6142 4.6455 1.3953 -0.001 0.004 0.001 0.46
H -1.2633 3.9638 -0.6771 0.006 0.006 0.014 0.48
H -1.4626 2.2653 -1.0573 0.021 -0.020 0.005 0.02
H 0.0732 3.0803 -1.4052 -0.008 0.010 0.002 0.30
H 2.8588 -0.1210 0.3798 0.011 -0.024 0.009 0.14
H 2.9386 1.5906 0.8491 -0.017 0.007 0.029 0.36
H 4.2823 0.8196 0.0047 -0.005 0.009 0.010 0.59
H 4.3624 2.4546 -1.6962 0.000 0.014 -0.015 0.54